# CHBrOS2

2 unconnected molecules or ions with the total composition CHBrOS2 (wB97M-V/def2-TZVPD, the Open Molecules 2025 dataset).

Element x y z (Å)
O 2.610 -1.466 -0.273
C 2.310 -1.871 -1.314
S 1.930 -2.375 -2.714
S 0.300 0.013 -0.856
Br -1.170 0.553 -2.237
H -0.141 0.735 0.160

As for the energy above the lowest of the compared OMol25 structures with the same formula, charge and spin: 0.132 eV. Its charge is 0. The total energy is -3484.33355 hartree. The calculation puts the HOMO-LUMO gap at 9.39 eV. The SMILES is O=C=S.SBr.